No. 1
The following is a quantum chemistry calculation of C6H9N in the gas phase, from the Open Molecules 2025 dataset.

Maximum force   0.9 eV Å⁻¹
Spin multiplicity   1
Kohn-Sham gap   8.30 eV

Positions of all 16 atoms, in Å:
C (-0.38210, 0.81745, -2.32456)
C (-0.05522, 0.26445, -0.95968)
C (0.52468, 0.91933, 0.08273)
C (0.41247, 0.05599, 1.26414)
C (0.35482, 0.23046, 2.59833)
C (0.01952, -1.29728, 0.73546)
N (-0.48564, -1.02325, -0.61282)
H (-1.45815, 0.76090, -2.53354)
H (-0.08119, 1.86673, -2.40281)
H (0.12811, 0.27610, -3.13354)
H (0.64413, 1.99815, 0.12146)
H (-0.66582, -1.71460, 1.47893)
H (-0.35505, -0.40275, 3.13825)
H (0.92846, 0.95738, 3.16127)
H (0.89515, -1.96829, 0.71307)
H (-0.42415, -1.74077, -1.32669)

Mulliken population analysis, charges in e, atoms 1 to 6:
1. C -1.22
2. C 0.50
3. C -0.68
4. C 0.68
5. C -0.89
6. C -0.61

=====

No. 2
The following is a quantum chemistry calculation of C6H9N in the gas phase, from the Open Molecules 2025 dataset.

Maximum force   0.5 eV Å⁻¹
Spin multiplicity   1
Kohn-Sham gap   10.10 eV

Positions of all 16 atoms, in Å:
C (-1.70744, -0.93362, 2.72219)
C (-0.87648, -0.24058, 1.73655)
C (-0.18539, 0.33762, 0.93587)
C (0.61999, 1.09524, -0.02987)
N (1.38652, 0.24563, -0.94329)
C (1.24830, 0.54090, -2.35913)
C (0.63799, -0.67637, -1.77438)
H (-2.53381, -0.29554, 3.05211)
H (-1.12167, -1.20873, 3.60488)
H (-2.13540, -1.84852, 2.30088)
H (-0.04816, 1.78427, -0.57485)
H (1.33623, 1.71930, 0.51725)
H (2.15719, 0.48777, -2.95344)
H (0.56298, 1.34063, -2.64577)
H (-0.44681, -0.70001, -1.67312)
H (1.10596, -1.64799, -1.91588)

Mulliken population analysis, charges in e, atoms 1 to 6:
1. C -1.29
2. C 0.97
3. C -0.24
4. C -0.77
5. N -0.31
6. C -0.47

=====

No. 3
The following is a quantum chemistry calculation of 2 unconnected molecules or ions with the total composition C6H9N, from the Open Molecules 2025 dataset.

Maximum force   0.3 eV Å⁻¹
Spin multiplicity   1
Kohn-Sham gap   9.11 eV

Positions of all 16 atoms, in Å:
C (0.38428, -0.20278, -1.67082)
C (0.05638, -0.48367, -0.40611)
C (0.44532, 0.26931, 0.81181)
C (1.31864, 1.48249, 0.81105)
C (-0.10873, -0.40072, 1.84268)
C (-0.83140, -1.53471, 1.24988)
N (-0.73762, -1.60019, -0.03628)
H (0.96483, 0.68759, -1.89735)
H (-2.41065, 0.03902, -2.96014)
H (0.07539, -0.84343, -2.49372)
H (1.41245, 1.92017, 1.80803)
H (0.92170, 2.25465, 0.14289)
H (2.32819, 1.24432, 0.45752)
H (0.01103, -0.20996, 2.90404)
H (-1.42183, -2.26681, 1.79879)
H (-2.46587, -0.43310, -2.38775)

Mulliken population analysis, charges in e, atoms 1 to 6:
1. C -0.87
2. C 0.52
3. C 0.67
4. C -1.27
5. C -0.59
6. C -0.22

=====

No. 4
The following is a quantum chemistry calculation of a molecular structure, C6H9N, from the Open Molecules 2025 dataset.

Maximum force   0.5 eV Å⁻¹
Spin multiplicity   1
Kohn-Sham gap   8.78 eV

Positions of all 16 atoms, in Å:
C (2.00810, -0.09167, -0.10389)
C (0.54836, 0.23719, -0.09957)
C (-0.44753, 0.77371, 0.85355)
C (-1.10276, 1.36873, -0.37120)
N (-0.27230, 0.47545, -1.20960)
C (-1.11273, -1.41050, -0.41176)
C (-0.56022, -0.73754, 0.71396)
H (2.59645, 0.78742, -0.38998)
H (2.21821, -0.88548, -0.82863)
H (2.34401, -0.42096, 0.88386)
H (-0.30234, 1.18674, 1.84918)
H (-2.18542, 1.29644, -0.51481)
H (-0.76296, 2.40409, -0.49922)
H (-0.54547, -1.63136, -1.30012)
H (-1.95404, -2.09662, -0.24785)
H (-0.46937, -1.25563, 1.67609)

Mulliken population analysis, charges in e, atoms 1 to 6:
1. C -1.26
2. C 0.82
3. C -0.32
4. C -0.38
5. N -0.72
6. C -0.83

=====

No. 5
The following is a quantum chemistry calculation of C6H9N in the gas phase, from the Open Molecules 2025 dataset.

Maximum force   0.3 eV Å⁻¹
Spin multiplicity   1
Kohn-Sham gap   8.69 eV

Positions of all 16 atoms, in Å:
C (1.79468, -1.70401, 0.42406)
C (0.78568, -0.81943, -0.24316)
C (-0.18472, -1.06417, -1.18623)
C (-1.15031, -0.01462, -1.09411)
C (-0.72741, 0.85240, -0.11638)
C (-1.32236, 2.09309, 0.45906)
N (0.46153, 0.36692, 0.36306)
H (1.41950, -1.91969, 1.43928)
H (1.88568, -2.66792, -0.07845)
H (2.80187, -1.27902, 0.53730)
H (-0.22595, -1.93287, -1.83071)
H (-2.08708, 0.07153, -1.63366)
H (-0.75531, 2.98967, 0.18002)
H (-2.35104, 2.21764, 0.11167)
H (-1.34609, 2.04228, 1.55542)
H (1.00135, 0.76819, 1.11284)

Mulliken population analysis, charges in e, atoms 1 to 6:
1. C -1.19
2. C 0.35
3. C -0.57
4. C -0.57
5. C 0.40
6. C -1.15

=====

No. 6
The following is a quantum chemistry calculation of 2 unconnected molecules or ions with the total composition C6H9N in a non-equilibrium geometry, from the Open Molecules 2025 dataset.

Maximum force   3.2 eV Å⁻¹
Spin multiplicity   1
Kohn-Sham gap   9.48 eV

Positions of all 16 atoms, in Å:
C (-0.79890, -0.83313, 2.72633)
C (0.16923, -1.41703, 1.69253)
C (1.23416, 0.47940, -1.25147)
C (0.32739, -0.18672, 2.01045)
C (-0.98893, 0.99802, -2.16565)
C (0.44762, 1.30873, -1.85573)
N (1.87712, -0.33330, -0.60295)
H (-1.82809, -0.81684, 2.49068)
H (0.28171, -2.25259, 0.90604)
H (0.78418, 0.79222, 1.97957)
H (-1.55722, 0.91270, -1.25384)
H (-0.94531, -0.14443, -2.42637)
H (-1.45995, 1.60156, -3.01121)
H (-0.54310, -1.15326, 3.76356)
H (0.86221, 2.23393, -1.90127)
H (2.13788, -1.18924, -1.10066)

Mulliken population analysis, charges in e, atoms 1 to 6:
1. C -0.65
2. C -0.15
3. C 0.39
4. C -0.27
5. C -0.84
6. C -0.50

=====

No. 7
The following is a quantum chemistry calculation of a molecular structure, C6H9N, from the Open Molecules 2025 dataset.

Maximum force   0.5 eV Å⁻¹
Spin multiplicity   1
Kohn-Sham gap   10.22 eV

Positions of all 16 atoms, in Å:
C (1.69964, 0.80703, -0.05622)
C (1.08052, -0.44311, 0.41361)
C (-0.36826, -0.40778, 0.91573)
C (-0.98262, -1.18192, -0.28312)
C (-0.54942, 0.11612, -1.03165)
C (-0.97622, 0.85275, 0.24868)
N (0.93196, -0.02883, -0.99181)
H (2.76877, 0.81508, -0.25571)
H (1.31289, 1.75675, 0.30180)
H (1.64412, -1.36731, 0.50746)
H (-0.57122, -0.65557, 1.96058)
H (-0.48266, -2.11592, -0.55974)
H (-2.06504, -1.31766, -0.21701)
H (-0.91785, 0.36798, -2.02657)
H (-0.58798, 1.85221, 0.45851)
H (-2.06374, 0.86399, 0.35013)

Mulliken population analysis, charges in e, atoms 1 to 6:
1. C -0.22
2. C -0.30
3. C -0.22
4. C -0.67
5. C -0.11
6. C -0.83

=====

No. 8
The following is a quantum chemistry calculation of a molecular structure, C6H9N, from the Open Molecules 2025 dataset.

Maximum force   0.5 eV Å⁻¹
Spin multiplicity   1
Kohn-Sham gap   9.55 eV

Positions of all 16 atoms, in Å:
C (1.93943, 0.41869, 0.01307)
N (0.89668, -0.52144, -0.37641)
C (0.00605, -1.07720, 0.62957)
C (-1.19749, -0.14340, 0.83722)
C (-0.98658, 1.02404, -0.11154)
C (-0.32328, -0.02239, -1.05360)
C (-1.14419, -1.12502, -0.30997)
H (1.60126, 1.46295, 0.08227)
H (2.76441, 0.37442, -0.70744)
H (2.33312, 0.13162, 0.99322)
H (0.32358, -1.81053, 1.36531)
H (-1.82011, -0.18871, 1.72468)
H (-0.40381, 1.89358, 0.21656)
H (-1.93725, 1.36131, -0.53527)
H (-0.25763, 0.14771, -2.12999)
H (-1.79418, -1.92564, -0.63769)

Mulliken population analysis, charges in e, atoms 1 to 6:
1. C -0.78
2. N -0.13
3. C -0.59
4. C -0.14
5. C -0.63
6. C -0.32